{
  "formula": "C31H54AsGeMoNOS3Si3",
  "method": "ωB97M-V with the def2-TZVPD basis set",
  "elements": ["Mo", "C", "O", "Si", "C", "C", "C", "Si", "C", "C", "C", "Si", "C", "C", "C", "H", "H", "H", "H", "H", "H", "H", "H", "H", "H", "H", "H", "H", "H", "H", "H", "H", "H", "H", "H", "H", "H", "H", "H", "H", "H", "H", "S", "C", "S", "S", "C", "Ge", "C", "C", "C", "H", "H", "H", "H", "H", "H", "H", "H", "H", "H", "N", "C", "C", "C", "C", "C", "C", "C", "H", "H", "H", "H", "C", "As", "C", "C", "C", "C", "C", "C", "C", "C", "H", "H", "H", "H", "H", "H", "H", "H", "H", "H", "H", "H", "H"],
  "coordinates": [[1.226, -0.107, 0.489], [-0.544, 2.972, -1.395], [-0.139, 1.633, -1.245], [0.746, 0.805, -2.406], [2.123, 1.973, -3.026], [-0.288, 0.587, -3.996], [1.264, -0.665, -1.442], [3.227, 1.445, 0.699], [4.755, 1.375, -0.500], [4.232, 1.179, 2.337], [2.886, 3.357, 0.624], [1.425, -2.261, -2.354], [1.760, -3.753, -1.234], [2.828, -2.080, -3.637], [-0.091, -2.814, -3.386], [0.315, 3.652, -1.399], [-1.197, 3.235, -0.560], [-1.104, 3.114, -2.329], [1.766, 2.646, -3.811], [2.943, 1.382, -3.442], [2.532, 2.574, -2.210], [-0.756, 1.519, -4.327], [-1.068, -0.162, -3.859], [0.368, 0.239, -4.799], [5.329, 0.453, -0.366], [5.426, 2.215, -0.295], [4.459, 1.426, -1.551], [4.903, 0.326, 2.206], [3.583, 0.938, 3.182], [4.842, 2.046, 2.611], [3.365, 3.808, -0.249], [3.243, 3.884, 1.513], [1.812, 3.536, 0.539], [2.785, -3.769, -0.867], [1.562, -4.701, -1.741], [1.104, -3.690, -0.362], [3.759, -1.783, -3.148], [2.572, -1.295, -4.356], [3.012, -3.003, -4.194], [-1.008, -2.671, -2.806], [-0.029, -3.873, -3.647], [-0.191, -2.242, -4.311], [-2.715, -2.296, 2.919], [-1.656, -1.249, 2.163], [-0.877, -1.572, 0.688], [-1.440, 0.324, 2.890], [2.080, 2.963, 4.241], [0.353, 2.593, 3.329], [-0.113, 4.264, 2.349], [-0.895, 2.707, 4.891], [0.243, 0.832, 2.403], [1.946, 3.850, 4.865], [2.898, 3.143, 3.546], [2.355, 2.128, 4.887], [-0.551, 4.968, 3.059], [-0.838, 4.070, 1.557], [0.768, 4.726, 1.908], [-0.542, 3.482, 5.577], [-0.950, 1.761, 5.430], [-1.907, 2.962, 4.570], [0.876, 0.218, 3.070], [5.369, -5.736, 3.260], [4.734, -4.852, 2.880], [3.959, -3.762, 2.407], [2.695, -3.486, 2.944], [1.938, -2.443, 2.451], [2.370, -1.615, 1.397], [3.658, -1.910, 0.896], [4.433, -2.946, 1.369], [2.324, -4.105, 3.753], [0.959, -2.271, 2.886], [4.037, -1.311, 0.075], [5.408, -3.150, 0.941], [-4.564, 2.201, -1.084], [-3.296, 0.767, -0.517], [-3.458, -0.162, -2.248], [-4.688, -0.231, 0.556], [-5.528, -1.177, -0.219], [-6.809, -0.853, -0.663], [-7.547, -1.743, -1.433], [-7.019, -2.980, -1.771], [-5.747, -3.321, -1.325], [-5.015, -2.433, -0.556], [-5.481, 1.778, -1.502], [-4.097, 2.830, -1.846], [-4.820, 2.833, -0.232], [-4.494, -0.415, -2.469], [-2.860, -1.073, -2.242], [-3.086, 0.500, -3.030], [-5.285, 0.540, 1.045], [-4.145, -0.776, 1.327], [-7.238, 0.109, -0.401], [-8.539, -1.471, -1.774], [-7.596, -3.673, -2.371], [-5.321, -4.282, -1.586], [-4.022, -2.700, -0.205]],
  "forces_ev_per_angstrom": [[-1.448, -0.164, -1.316], [0.025, 0.000, 0.036], [0.024, 0.151, 0.066], [0.412, 0.011, -0.094], [-0.160, -0.166, 0.179], [-0.031, -0.242, 0.393], [0.025, 0.144, -0.073], [1.357, 0.739, 0.364], [-0.366, -0.276, -0.134], [-0.317, -0.097, -0.027], [-0.294, -0.255, -0.055], [0.072, -0.300, 0.098], [-0.008, 0.215, -0.108], [-0.059, -0.010, 0.212], [0.003, 0.312, 0.162], [-0.029, -0.001, 0.014], [0.022, -0.029, -0.028], [0.000, 0.004, 0.022], [-0.050, 0.021, 0.014], [0.002, -0.013, -0.002], [0.014, -0.030, -0.003], [0.051, 0.066, 0.046], [-0.028, 0.032, -0.049], [0.029, 0.026, -0.004], [-0.009, 0.004, 0.003], [-0.025, 0.031, 0.085], [0.033, 0.012, 0.026], [-0.025, -0.013, -0.049], [0.054, 0.013, 0.000], [-0.012, 0.050, -0.065], [0.038, -0.042, -0.021], [0.022, -0.014, -0.010], [0.052, 0.090, -0.015], [0.057, 0.009, 0.049], [-0.009, 0.036, -0.079], [-0.001, -0.015, 0.013], [0.000, -0.002, 0.015], [-0.006, -0.003, -0.019], [-0.041, -0.029, -0.002], [-0.009, -0.028, -0.002], [0.100, -0.018, 0.029], [-0.001, -0.009, 0.021], [-0.174, -0.080, -0.002], [-0.109, 0.343, 0.098], [0.242, -0.131, -0.192], [0.284, -0.472, -0.034], [-0.107, -0.092, -0.247], [0.038, 0.246, 0.216], [0.068, -0.270, -0.037], [0.023, -0.160, -0.158], [-0.038, 0.359, 0.472], [-0.058, 0.019, -0.017], [-0.027, -0.019, 0.048], [0.000, -0.004, -0.008], [-0.036, -0.040, 0.032], [-0.006, 0.010, 0.021], [-0.018, -0.010, -0.018], [0.040, 0.052, -0.066], [0.018, 0.002, 0.010], [-0.003, -0.023, -0.010], [0.033, 0.129, 0.060], [-0.026, 0.039, -0.010], [0.298, -0.382, 0.201], [-0.463, 0.599, -0.310], [0.310, -0.213, 0.085], [-0.255, 0.274, -0.031], [0.559, -0.309, 0.015], [-0.141, 0.081, -0.055], [0.124, -0.225, 0.165], [-0.057, 0.010, -0.017], [0.008, -0.047, -0.002], [0.042, -0.054, 0.021], [-0.005, 0.014, -0.013], [-0.037, -0.025, -0.007], [-0.444, 0.234, 0.002], [0.028, -0.130, 0.052], [0.228, 0.066, -0.023], [-0.093, -0.086, -0.069], [0.011, 0.050, -0.019], [-0.047, -0.042, -0.054], [-0.024, 0.006, -0.002], [-0.023, -0.014, -0.033], [0.061, 0.000, 0.044], [0.011, -0.025, 0.011], [0.050, -0.027, 0.013], [0.031, -0.021, 0.022], [-0.038, 0.001, 0.011], [0.032, 0.016, -0.003], [0.089, 0.050, 0.068], [-0.002, 0.022, -0.028], [0.076, 0.039, 0.032], [0.040, 0.014, 0.006], [0.003, 0.018, 0.026], [0.018, -0.002, -0.007], [0.001, -0.002, 0.033], [-0.001, 0.003, 0.013]],
  "lowdin_spin": [1.94, 0.00, 0.01, -0.02, 0.00, 0.00, -0.13, 0.03, 0.00, 0.00, 0.00, -0.02, 0.00, -0.01, 0.00, 0.00, 0.00, 0.00, 0.00, 0.00, 0.00, 0.00, 0.00, 0.00, 0.00, 0.00, 0.00, 0.00, 0.00, 0.00, 0.00, 0.00, 0.00, 0.00, 0.00, 0.00, 0.00, 0.00, 0.00, 0.00, 0.00, 0.00, 0.01, 0.01, 0.00, 0.00, 0.00, 0.00, 0.00, 0.00, 0.02, 0.00, 0.00, 0.00, 0.00, 0.00, 0.00, 0.00, 0.00, 0.00, 0.01, 0.02, 0.01, 0.03, -0.01, 0.03, 0.01, 0.04, 0.00, 0.00, 0.00, 0.00, 0.00, 0.00, 0.00, 0.00, 0.00, 0.00, 0.00, 0.00, 0.00, 0.00, 0.00, 0.00, 0.00, 0.00, 0.00, 0.00, 0.00, 0.00, 0.00, 0.00, 0.00, 0.00, 0.00, 0.00],
  "lumo_ev": [4.23, 4.23],
  "molar_mass_da": 880.710,
  "total_energy_ha": -7787.6434,
  "total_charge": -2,
  "gap_ev": [5.7, 6.4],
  "e_homo_ev": [-1.470, -2.184],
  "multiplicity": 3,
  "s_squared": 2.12
}

***

{
  "formula": "C27H21NO2S",
  "method": "ωB97M-V with the def2-TZVPD basis set",
  "elements": ["C", "C", "C", "C", "C", "C", "N", "S", "C", "C", "C", "C", "C", "C", "O", "O", "C", "C", "H", "H", "H", "H", "H", "H", "H", "H", "H", "H", "C", "C", "C", "C", "C", "C", "C", "C", "C", "C", "C", "C", "C", "H", "H", "H", "H", "H", "H", "H", "H", "H", "H", "H"],
  "coordinates": [[3.777, -3.162, -0.318], [3.956, -1.800, -0.079], [2.877, -0.999, 0.313], [1.582, -1.531, 0.365], [0.344, -0.609, 0.382], [0.564, 0.743, 0.785], [0.705, 1.897, 0.989], [-0.742, -1.599, 1.625], [-1.492, -0.293, 2.577], [-1.494, -0.416, 3.959], [-2.127, 0.573, 4.706], [-2.815, 1.615, 4.054], [-2.847, 1.681, 2.648], [-2.163, 0.717, 1.915], [-1.768, -2.130, 0.766], [-0.017, -2.455, 2.522], [1.427, -2.919, 0.220], [2.512, -3.723, -0.138], [4.604, -3.763, -0.661], [4.929, -1.327, -0.225], [3.036, 0.071, 0.555], [-0.971, -1.239, 4.420], [-2.101, 0.534, 5.799], [-3.355, 2.378, 4.649], [-3.403, 2.478, 2.139], [-2.129, 0.762, 0.838], [0.459, -3.425, 0.355], [2.354, -4.791, -0.289], [-0.137, -0.052, -1.157], [-1.418, 0.696, -1.212], [-2.553, -0.144, -1.307], [-3.852, 0.362, -1.317], [-4.052, 1.753, -1.324], [-2.947, 2.598, -1.245], [-1.621, 2.082, -1.140], [1.064, 0.487, -1.865], [1.836, -0.493, -2.511], [3.072, -0.193, -3.070], [3.473, 1.147, -3.174], [2.668, 2.144, -2.630], [1.495, 1.818, -1.883], [-0.330, -1.138, -1.502], [-2.410, -1.224, -1.305], [-4.693, -0.338, -1.292], [-5.079, 2.146, -1.330], [-3.118, 3.678, -1.202], [-0.807, 2.773, -0.942], [1.509, -1.537, -2.497], [3.739, -1.005, -3.368], [4.450, 1.377, -3.615], [2.993, 3.193, -2.698], [1.016, 2.600, -1.283]],
  "forces_ev_per_angstrom": [[-0.412, 0.540, 0.004], [-0.169, 0.114, 0.298], [-0.040, 0.279, -0.014], [0.424, 0.428, -0.724], [1.121, 0.056, 0.716], [1.275, 3.746, 2.526], [-0.374, -3.345, -0.341], [-1.598, 1.927, -0.461], [0.010, -0.647, 0.395], [0.136, 0.557, -0.046], [-0.422, 0.428, -0.079], [-0.086, -0.051, -0.034], [0.022, -0.043, 0.667], [-0.254, 0.360, 0.162], [0.036, -0.745, -0.048], [0.106, 0.468, -0.359], [-0.121, -0.348, -0.555], [-0.007, 0.253, 0.185], [0.105, -0.128, 0.021], [-0.222, -0.226, 0.158], [-0.129, -0.716, -0.442], [0.020, -0.032, 0.098], [-0.063, -0.005, -0.424], [0.467, -0.562, -0.420], [0.339, -0.387, 0.221], [-0.242, 0.043, 0.196], [0.500, 0.445, -0.314], [0.048, 0.264, 0.074], [-0.194, -3.859, 0.132], [-1.311, -0.204, -0.093], [-0.417, 0.402, -0.140], [0.373, 0.149, -0.018], [-0.002, -0.429, 0.217], [0.652, -0.223, 0.278], [-1.077, -0.020, -0.183], [0.412, -0.345, -0.421], [0.516, 0.078, -0.085], [-0.136, 0.276, -0.008], [0.000, -0.351, 0.219], [-0.530, 0.053, 0.751], [1.059, 0.132, -0.741], [0.084, 1.920, -0.390], [-0.023, 0.341, -0.060], [0.272, 0.352, -0.145], [0.609, -0.068, -0.071], [0.220, -0.385, -0.029], [-0.275, -0.185, -0.202], [0.072, 0.359, 0.085], [-0.289, 0.295, -0.190], [-0.503, 0.058, 0.097], [-0.223, -0.552, 0.117], [0.240, -0.469, -0.582]],
  "lowdin_charge": [-0.08, -0.08, -0.03, -0.22, -0.24, -0.25, 0.24, 0.77, -0.28, -0.05, -0.07, -0.06, -0.04, -0.06, -0.29, -0.27, -0.06, -0.06, 0.10, 0.11, 0.13, 0.11, 0.11, 0.11, 0.11, 0.07, 0.11, 0.11, -0.14, -0.21, -0.05, -0.06, -0.09, -0.07, -0.03, -0.20, -0.04, -0.08, -0.09, -0.06, -0.02, 0.16, 0.11, 0.11, 0.11, 0.11, 0.08, 0.12, 0.11, 0.10, 0.11, 0.08],
  "lumo_ev": 0.37,
  "molar_mass_da": 423.537,
  "total_energy_ha": -1644.8058,
  "smiles": "N#C[C@](c1ccccc1)(C(c1ccccc1)c1ccccc1)S(=O)(=O)c1ccccc1",
  "gap_ev": 9.5,
  "e_homo_ev": -9.124,
  "multiplicity": 1
}